(1)
This record from the Open Molecules 2025 dataset describes 3 unconnected molecules or ions with the total composition C18H31Cl2IN3O3. The level of theory is the ωB97M-V functional and the def2-TZVPD basis.

```
58
Properties=species:S:1:pos:R:3:nbo_charge:R:1
C 4.05 0.55 -0.57 -0.64
C 2.57 0.31 -0.02 -0.21
Cl 2.62 -0.70 1.48 -0.01
C 1.59 -0.27 -1.17 -0.25
Cl 1.10 -2.00 -0.90 0.01
C 0.41 0.69 -1.50 -0.02
C 0.47 1.42 -2.77 -0.18
C -0.67 2.35 -3.01 0.49
O -0.65 3.10 -4.18 -0.64
N -1.70 2.55 -2.18 -0.20
N -1.69 1.84 -1.07 -0.12
C -2.89 2.06 -0.19 -0.25
C -3.92 0.87 -0.43 -0.45
C -5.05 0.75 0.70 -0.22
N -4.65 -0.31 1.67 -0.81
C -0.76 0.96 -0.61 0.09
I -0.88 -0.07 1.27 0.38
H 4.39 1.56 -0.21 0.24
H 4.09 0.60 -1.69 0.21
H 4.77 -0.22 -0.21 0.25
H 2.17 1.34 0.21 0.22
H 2.24 -0.29 -2.09 0.25
H 1.30 1.30 -3.50 0.28
H -0.59 4.02 -3.85 0.51
H -3.41 2.99 -0.53 0.26
H -2.61 2.23 0.88 0.24
H -4.47 1.14 -1.38 0.23
H -3.42 -0.11 -0.66 0.22
H -6.03 0.48 0.23 0.22
H -5.10 1.75 1.20 0.19
H -4.21 -1.06 1.13 0.37
H -3.90 0.10 2.22 0.34
C -5.06 -5.31 -1.19 -0.43
C -6.36 -4.62 -0.82 -0.43
C -5.88 -3.52 0.11 -0.07
O -4.56 -3.16 -0.31 -0.56
C -4.09 -4.14 -1.25 -0.07
H -5.10 -5.87 -2.12 0.23
H -4.76 -5.99 -0.39 0.21
H -6.81 -4.18 -1.72 0.20
H -7.09 -5.28 -0.36 0.23
H -5.82 -3.88 1.15 0.17
H -6.53 -2.64 0.09 0.18
H -4.09 -3.67 -2.25 0.16
H -3.07 -4.42 -1.00 0.18
C 6.80 1.63 3.32 -0.43
C 7.91 1.24 2.36 -0.43
C 7.60 2.11 1.15 -0.06
O 6.99 3.30 1.65 -0.54
C 6.65 3.11 3.03 -0.07
H 7.03 1.42 4.36 0.22
H 5.88 1.10 3.06 0.19
H 8.88 1.51 2.78 0.21
H 7.93 0.17 2.12 0.22
H 6.89 1.62 0.48 0.15
H 8.50 2.36 0.58 0.19
H 7.35 3.71 3.63 0.17
H 5.64 3.47 3.22 0.18
```

Calculated values
**LUMO**: -4.87 eV
**Energy**: -2312.1644 a.u.
**HOMO-LUMO gap**: 0.2344 hartree
**Charge**: +1
**2S+1**: 1

(2)
This record from the Open Molecules 2025 dataset describes a gas-phase ion, C16H10N3O3 (charge -1). The level of theory is the ωB97M-V functional and the def2-TZVPD basis.

```
32
Properties=species:S:1:pos:R:3:nbo_charge:R:1
C 1.29 0.23 1.08 0.12
C 2.35 1.08 1.73 -0.55
C 3.69 0.67 1.79 0.33
N 4.80 0.33 1.89 -0.46
C 2.07 2.33 2.30 0.31
N 1.85 3.39 2.80 -0.47
C -0.12 0.68 1.54 -0.06
C -0.59 1.92 1.15 -0.19
C -1.91 2.28 1.38 -0.20
C -2.72 1.42 2.13 -0.22
C -2.23 0.21 2.61 -0.22
C -0.91 -0.18 2.32 -0.19
H 1.53 -0.84 1.01 0.21
H 0.10 2.70 0.72 0.25
H -2.29 3.20 0.98 0.21
H -3.76 1.70 2.36 0.20
H -2.82 -0.46 3.20 0.21
H -0.45 -1.07 2.76 0.22
O -1.46 -3.48 -0.68 -0.41
N -1.32 -3.18 -1.93 0.48
O -1.91 -3.84 -2.81 -0.39
C -0.48 -2.10 -2.25 0.10
C -0.31 -1.73 -3.59 -0.26
C 0.50 -0.63 -3.87 -0.21
C 1.09 0.09 -2.86 -0.26
C 0.91 -0.29 -1.50 0.43
O 1.51 0.44 -0.57 -0.59
C 0.10 -1.41 -1.19 -0.32
H -0.80 -2.31 -4.37 0.24
H 0.64 -0.38 -4.92 0.21
H 1.74 0.96 -3.05 0.23
H -0.08 -1.74 -0.17 0.26
```

Calculated values
**LUMO**: 1.43 eV
**Energy**: -1005.6227 a.u.
**HOMO-LUMO gap**: 0.2119 hartree
**Charge**: -1
**2S+1**: 1

(3)
This record from the Open Molecules 2025 dataset describes C3H4N2O2S in the gas phase. The level of theory is the ωB97M-V functional and the def2-TZVPD basis.

```
12
Properties=species:S:1:pos:R:3:nbo_charge:R:1
O 1.82 -1.57 -0.14 -0.53
C 2.58 -0.69 -0.02 0.54
N 2.30 0.66 0.01 -0.65
C 1.19 1.46 -0.04 0.22
N -0.07 1.17 0.05 -0.14
O -0.21 -0.18 0.40 -0.38
C -1.49 -0.69 0.05 0.09
S -3.08 -0.01 -0.10 -0.07
H 3.74 -0.95 -0.14 0.11
H 3.14 1.14 -0.08 0.40
H 1.47 2.46 -0.54 0.21
H -1.28 -1.79 -0.06 0.20
```

Calculated values
**LUMO**: -0.15 eV
**SMILES string**: O=CN/C=N\OC=S
**Energy**: -774.7684 a.u.
**HOMO-LUMO gap**: 0.3192 hartree
**Charge**: 0
**2S+1**: 1

(4)
This record from the Open Molecules 2025 dataset describes C3H3ClN2S in the gas phase. The level of theory is the ωB97M-V functional and the def2-TZVPD basis.

```
10
Properties=species:S:1:pos:R:3:nbo_charge:R:1
C -0.16 -1.29 -1.43 -0.14
C 0.50 -1.53 0.81 0.10
C 0.04 0.80 0.12 -0.11
N 0.05 -1.85 -0.32 -0.39
N 0.11 2.00 0.64 -0.75
S -0.30 0.50 -1.49 0.29
Cl -0.30 -1.78 2.27 0.02
H -0.19 -1.81 -2.36 0.21
H 0.29 2.08 1.63 0.40
H -0.03 2.87 0.13 0.37
```

Calculated values
**LUMO**: 0.42 eV
**Energy**: -1083.8623 a.u.
**HOMO-LUMO gap**: 0.2885 hartree
**Charge**: 0
**2S+1**: 1

(5)
This record from the Open Molecules 2025 dataset describes 2 unconnected molecules or ions with the total composition C3H9O. The level of theory is the ωB97M-V functional and the def2-TZVPD basis.

```
13
Properties=species:S:1:pos:R:3:nbo_charge:R:1
C -2.40 -1.25 -0.90 -0.84
H -1.96 -0.48 -0.33 0.25
H -2.63 -1.87 -0.07 0.19
H -1.80 -1.83 -1.55 0.22
H -3.24 -0.78 -1.41 0.17
C 0.54 0.81 0.15 -0.02
O 0.58 -0.36 -0.55 -0.96
C 1.66 0.87 1.23 -0.64
H -0.46 0.91 0.69 0.06
H 0.70 1.80 -0.42 0.05
H 1.69 1.76 1.85 0.15
H 2.67 0.80 0.84 0.18
H 1.61 -0.01 1.93 0.17
```

Calculated values
**LUMO**: 4.56 eV
**Energy**: -194.8912 a.u.
**HOMO-LUMO gap**: 0.2450 hartree
**Charge**: -1
**2S+1**: 1

(6)
This record from the Open Molecules 2025 dataset describes a molecular structure, C20H25IN4NiO3. The level of theory is the ωB97M-V functional and the def2-TZVPD basis.

```
54
Properties=species:S:1:pos:R:3:nbo_charge:R:1
C -1.57 -3.08 1.39 -0.86
C -2.95 -0.58 0.27 -0.78
H -1.46 -3.95 0.76 0.21
H -2.62 -2.80 1.56 0.20
H -0.95 -3.07 2.30 0.21
H -2.77 -0.74 -0.76 0.24
H -3.65 -1.35 0.74 0.19
H -2.57 0.14 0.93 0.21
C -0.29 -2.69 -3.04 0.05
C 0.22 -2.71 -4.35 -0.25
C -0.13 -1.67 -5.20 -0.17
C -0.86 -0.60 -4.68 -0.22
H -0.07 -3.51 -2.37 0.19
H 0.84 -3.53 -4.64 0.22
H 0.18 -1.65 -6.25 0.22
H -1.13 0.26 -5.27 0.21
N -0.98 -1.68 -2.56 -0.45
C -1.19 -0.59 -3.30 0.20
C -1.66 0.68 -2.68 0.17
N -1.60 0.77 -1.35 -0.45
C -1.87 1.86 -0.66 0.04
C -2.30 3.00 -2.72 -0.18
C -2.24 3.03 -1.32 -0.23
H -1.82 1.79 0.43 0.22
H -2.45 3.90 -0.70 0.22
C -2.00 1.83 -3.41 -0.21
H -2.00 1.77 -4.48 0.21
H -2.56 3.90 -3.26 0.22
Ni -1.28 -1.54 0.54 1.06
I 1.00 -2.54 0.07 -0.01
C 1.51 -1.15 3.65 -0.63
C 2.44 -0.53 2.62 -0.40
C 1.99 0.84 2.06 -0.25
C 2.04 1.96 3.14 -0.38
C 1.12 1.81 4.33 -0.63
C 3.01 1.23 0.97 0.72
O 4.12 1.71 1.19 -0.59
N 2.60 0.96 -0.31 -0.67
C 1.39 0.43 -0.78 0.78
O 1.27 0.25 -1.99 -0.62
N 0.43 0.21 0.18 -0.69
C 0.60 0.70 1.43 0.70
O -0.41 1.02 2.09 -0.62
H 1.84 -0.90 4.67 0.22
H 1.51 -2.24 3.54 0.22
H 0.48 -0.79 3.50 0.22
H 3.45 -0.41 3.04 0.23
H 2.54 -1.22 1.77 0.22
H 3.08 2.07 3.49 0.23
H 1.79 2.90 2.62 0.21
H 1.51 1.11 5.07 0.19
H 1.00 2.79 4.81 0.21
H 0.14 1.48 3.98 0.24
H 3.28 1.13 -1.04 0.43
```

Calculated values
**LUMO (spin up / spin down)**: -0.71 / -3.18 eV
**<S²>**: 2.039
**Energy**: -3027.6992 a.u.
**HOMO-LUMO gap (spin up / spin down)**: 0.2923 / 0.2054 hartree
**Charge**: 0
**2S+1**: 3

(7)
This record from the Open Molecules 2025 dataset describes a molecular structure, C25H23BiClN2P. The level of theory is the ωB97M-V functional and the def2-TZVPD basis.

```
53
Properties=species:S:1:pos:R:3:nbo_charge:R:1
Bi 2.10 -0.75 -0.12 1.44
Cl 2.77 0.06 2.08 -0.42
P -0.41 -0.87 0.68 0.96
C -1.37 -1.06 -0.88 -0.42
C -2.58 -0.38 -1.10 -0.20
C -3.27 -0.55 -2.30 -0.17
C -2.73 -1.35 -3.32 -0.16
C -1.51 -2.00 -3.12 -0.21
C -0.85 -1.88 -1.90 -0.16
C -0.54 -2.51 1.55 -0.30
C 0.11 -2.68 2.79 -0.23
C 0.13 -3.93 3.42 -0.19
C -0.55 -5.01 2.85 -0.15
C -1.28 -4.82 1.67 -0.19
C -1.29 -3.58 1.03 -0.23
C -1.24 0.30 1.81 -0.30
C -0.59 1.44 2.35 -0.23
C -1.29 2.30 3.20 -0.19
C -2.62 2.03 3.56 -0.15
C -3.24 0.88 3.06 -0.19
C -2.56 0.02 2.21 -0.21
H 0.60 -1.82 3.26 0.23
H 0.64 -4.05 4.37 0.25
H -0.53 -5.99 3.33 0.25
H -1.86 -5.64 1.25 0.24
H -1.91 -3.42 0.14 0.23
H -2.98 0.28 -0.33 0.24
H -4.23 -0.05 -2.46 0.25
H -3.26 -1.47 -4.27 0.25
H -1.08 -2.61 -3.91 0.24
H 0.10 -2.43 -1.75 0.20
H 0.46 1.61 2.12 0.22
H -0.80 3.20 3.59 0.24
H -3.15 2.71 4.23 0.25
H -4.27 0.65 3.35 0.25
H -3.05 -0.89 1.85 0.24
H -3.73 3.11 -2.45 0.00
H -3.69 3.47 -1.80 0.00
N 2.03 3.49 -1.42 -0.49
C 1.46 2.44 -0.83 0.29
N 2.21 1.34 -1.00 -0.62
C 3.36 1.72 -1.74 0.06
C 4.47 0.95 -2.08 -0.23
C 5.55 1.65 -2.64 -0.16
C 5.44 3.04 -2.91 -0.17
C 4.28 3.77 -2.64 -0.21
C 3.25 3.07 -2.00 0.16
H 1.61 4.43 -1.45 0.46
H 0.50 2.45 -0.32 0.24
H 4.42 -0.13 -1.90 0.22
H 6.48 1.13 -2.85 0.25
H 6.32 3.52 -3.35 0.25
H 4.16 4.82 -2.90 0.25
```

Calculated values
**LUMO**: -7.05 eV
**Energy**: -2091.6016 a.u.
**HOMO-LUMO gap**: 0.2845 hartree
**Charge**: +2
**2S+1**: 1

(8)
This record from the Open Molecules 2025 dataset describes a molecular structure, C17H27O13Rb2. The level of theory is the ωB97M-V functional and the def2-TZVPD basis.

```
59
Properties=species:S:1:pos:R:3:nbo_charge:R:1
Rb 1.95 -0.65 4.97 1.00
Rb -1.78 -0.79 4.66 1.00
C 0.32 -0.41 1.20 -0.36
O 0.31 -0.90 2.52 -0.36
H 0.77 0.57 1.08 0.26
H 0.93 -0.97 0.49 0.25
H -0.63 -0.24 0.69 0.19
C -3.10 0.43 -1.06 -0.64
C -3.64 -1.03 -1.11 0.06
C -3.64 -1.95 0.11 -0.08
O -4.97 -2.35 0.13 -0.49
C -5.75 -1.60 -0.71 0.96
O -6.99 -1.61 -0.72 -0.54
O -4.98 -0.85 -1.47 -0.46
H -2.02 0.45 -1.21 0.19
H -3.46 0.85 -0.12 0.20
H -3.58 1.14 -1.74 0.27
H -3.25 -1.60 -1.96 0.19
H -3.48 -1.35 1.00 0.13
H -2.92 -2.76 0.02 0.21
C -2.17 4.13 3.02 -0.63
C -1.02 3.96 2.08 0.06
C -1.36 3.38 0.67 -0.08
O -1.24 4.48 -0.15 -0.47
C -0.90 5.58 0.52 0.96
O -0.74 6.71 0.06 -0.55
O -0.70 5.32 1.79 -0.47
H -3.18 4.30 2.65 0.25
H -1.87 4.82 3.81 0.25
H -2.38 3.18 3.52 0.17
H -0.13 3.49 2.50 0.17
H -2.39 3.04 0.63 0.19
H -0.68 2.54 0.49 0.15
C 5.21 0.92 0.65 -0.63
C 4.16 -0.12 0.38 0.07
C 4.44 -1.18 -0.69 -0.09
O 4.22 -2.34 0.11 -0.47
C 3.84 -2.15 1.34 0.97
O 3.55 -3.01 2.12 -0.59
O 4.00 -0.85 1.60 -0.54
H 4.82 1.59 1.41 0.21
H 5.44 1.57 -0.20 0.24
H 6.12 0.49 1.06 0.24
H 3.24 0.41 0.16 0.15
H 5.49 -1.06 -0.96 0.22
H 3.77 -1.10 -1.55 0.20
C 1.35 -1.87 -4.02 -0.65
C 1.04 -2.03 -2.54 0.07
C -0.42 -2.49 -2.24 -0.09
O -0.15 -3.50 -1.22 -0.49
C 1.09 -3.82 -1.14 0.96
O 1.57 -4.53 -0.26 -0.57
O 1.84 -3.08 -2.06 -0.50
H 2.36 -1.50 -4.14 0.23
H 0.80 -1.09 -4.55 0.23
H 1.29 -2.76 -4.65 0.25
H 1.38 -1.18 -1.94 0.15
H -0.80 -2.99 -3.14 0.22
H -1.00 -1.65 -1.87 0.19
```

Calculated values
**LUMO (spin up / spin down)**: -7.69 / -10.02 eV
**<S²>**: 0.754
**Energy**: -1689.6284 a.u.
**HOMO-LUMO gap (spin up / spin down)**: 0.2629 / 0.1773 hartree
**Charge**: +2
**2S+1**: 2

(9)
This record from the Open Molecules 2025 dataset describes 2 unconnected molecules or ions with the total composition C6H16. The level of theory is the ωB97M-V functional and the def2-TZVPD basis.

```
22
Properties=species:S:1:pos:R:3:nbo_charge:R:1
C -0.78 2.22 1.85 -0.61
C 0.57 1.77 1.32 -0.23
C 0.87 0.32 1.72 -0.61
C 0.59 1.94 -0.21 -0.60
H -0.93 1.95 2.89 0.21
H -1.58 1.88 1.19 0.20
H -0.88 3.31 1.90 0.21
H 1.40 2.35 1.69 0.19
H 0.34 0.01 2.62 0.21
H 0.57 -0.38 0.94 0.20
H 1.93 0.08 1.82 0.21
H 0.48 3.02 -0.37 0.20
H 1.54 1.62 -0.62 0.21
H -0.28 1.47 -0.66 0.20
C -0.26 -2.61 -2.83 -0.61
C -0.84 -3.30 -1.55 -0.64
H -0.19 -1.52 -2.77 0.20
H 0.76 -2.87 -3.04 0.20
H -0.96 -2.74 -3.65 0.20
H -1.79 -3.75 -1.83 0.22
H -1.28 -2.51 -0.92 0.20
H 0.06 -3.70 -1.12 0.22
```

Calculated values
**LUMO**: 1.01 eV
**SMILES string**: CC(C)C.CC
**Energy**: -238.1610 a.u.
**HOMO-LUMO gap**: 0.4509 hartree
**Charge**: 0
**2S+1**: 1

(10)
This record from the Open Molecules 2025 dataset describes a gas-phase ion, C2H5O4S2 (charge -1). The level of theory is the ωB97M-V functional and the def2-TZVPD basis.

```
13
Properties=species:S:1:pos:R:3:nbo_charge:R:1
C -1.26 -0.62 -0.55 -0.70
C -0.36 0.06 0.46 0.08
O -0.54 -0.19 1.76 -0.72
S -0.51 2.14 0.16 -0.37
S 1.36 -0.18 -0.12 2.35
O 1.45 0.50 -1.47 -1.01
O 2.10 0.34 1.02 -1.01
O 1.41 -1.61 -0.30 -1.02
H -0.68 -1.51 -0.89 0.25
H -1.34 0.06 -1.35 0.24
H -2.09 -1.04 -0.04 0.21
H 0.19 0.24 2.25 0.50
H 0.27 1.81 -0.93 0.20
```

Calculated values
**LUMO**: 3.48 eV
**SMILES string**: C[C@](O)(S)S(=O)(=O)[O-]
**Energy**: -1176.5928 a.u.
**HOMO-LUMO gap**: 0.3077 hartree
**Charge**: -1
**2S+1**: 1

(11)
This record from the Open Molecules 2025 dataset describes 3 unconnected molecules or ions with the total composition C9H18BNO8S. The level of theory is the ωB97M-V functional and the def2-TZVPD basis.

```
38
Properties=species:S:1:pos:R:3:nbo_charge:R:1
O 3.67 3.29 -0.79 -0.48
C 3.98 4.57 -0.44 0.82
N 3.73 5.91 -0.10 -0.26
O 2.97 6.50 -1.04 -0.49
S 1.29 6.46 -0.58 1.63
O 1.25 7.19 0.81 -0.83
O 0.77 4.84 -0.43 -0.92
B -0.62 4.74 0.06 1.34
O -0.85 3.95 1.32 -0.90
O -1.78 5.35 -0.63 -0.93
H -0.11 3.25 1.31 0.51
H -1.78 5.05 -1.61 0.51
C 1.84 -1.55 -1.64 -0.43
C 2.80 -0.39 -1.63 -0.43
C 2.00 0.69 -0.95 -0.07
O 1.11 0.03 -0.03 -0.54
C 1.13 -1.37 -0.31 -0.07
H 2.32 -2.52 -1.74 0.22
H 1.13 -1.43 -2.46 0.20
H 3.68 -0.64 -1.02 0.20
H 3.15 -0.10 -2.63 0.22
H 1.38 1.25 -1.66 0.16
H 2.63 1.40 -0.40 0.20
H 1.67 -1.87 0.50 0.17
H 0.10 -1.76 -0.33 0.19
C -3.76 -3.91 0.69 -0.43
C -3.33 -4.89 1.75 -0.43
C -1.82 -4.74 1.72 -0.07
O -1.55 -3.39 1.34 -0.54
C -2.76 -2.79 0.87 -0.07
H -4.80 -3.58 0.80 0.22
H -3.65 -4.36 -0.30 0.20
H -3.72 -4.58 2.73 0.20
H -3.66 -5.92 1.57 0.22
H -1.37 -5.40 0.97 0.16
H -1.36 -4.95 2.69 0.19
H -3.10 -2.08 1.63 0.17
H -2.57 -2.25 -0.06 0.18
```

Calculated values
**LUMO**: -1.90 eV
**Energy**: -1433.2848 a.u.
**HOMO-LUMO gap**: 0.2764 hartree
**Charge**: 0
**2S+1**: 1

(12)
This record from the Open Molecules 2025 dataset describes C6H11N in the gas phase. The level of theory is the ωB97M-V functional and the def2-TZVPD basis.

```
18
Properties=species:S:1:pos:R:3:nbo_charge:R:1
C 1.16 0.74 1.80 -0.62
C -0.33 0.65 1.43 -0.40
C -0.62 0.63 -0.08 -0.38
C -0.47 -0.74 -0.76 -0.33
C -0.61 -0.68 -2.28 -0.59
C 0.82 -1.35 -0.39 0.31
N 1.84 -1.75 -0.03 -0.35
H 1.77 -0.11 1.45 0.23
H 1.60 1.66 1.39 0.20
H 1.27 0.77 2.89 0.21
H -0.78 -0.24 1.90 0.20
H -0.85 1.51 1.87 0.21
H -1.66 0.94 -0.25 0.21
H 0.01 1.37 -0.59 0.21
H -1.24 -1.41 -0.36 0.24
H -1.59 -0.28 -2.55 0.22
H 0.16 -0.03 -2.71 0.22
H -0.50 -1.67 -2.72 0.22
```

Calculated values
**LUMO**: 0.94 eV
**SMILES string**: CCC[C@@H](C)C#N
**Energy**: -289.9635 a.u.
**HOMO-LUMO gap**: 0.4338 hartree
**Charge**: 0
**2S+1**: 1

Number 1: F_max 0.078 Eh/bohr. Number 2: F_max 0.099 Eh/bohr. Number 3: F_max 0.087 Eh/bohr. Number 4: F_max 0.032 Eh/bohr. Number 5: F_max 0.043 Eh/bohr. Number 6: F_max 0.108 Eh/bohr. Number 7: F_max 0.050 Eh/bohr. Number 8: F_max 0.106 Eh/bohr. Number 9: F_max 0.060 Eh/bohr. Number 10: F_max 0.068 Eh/bohr. Number 11: F_max 0.220 Eh/bohr. Number 12: F_max 0.017 Eh/bohr.